1:
Computed, not measured: 2 unconnected molecules or ions with the total composition C10H16, with ωB97M-V with the def2-TZVPD basis set.

Summary:
Kohn-Sham gap (eV): 10.1
E_HOMO (eV): -9.064
2S+1: 1
LUMO level (eV): 1.03
SMILES: Cc1ccccc1.CCC

Geometry (Å):
C: -0.51220 2.57190 2.23197
C: 0.47160 1.73804 1.45566
C: 1.71581 1.41663 1.97303
C: 2.62862 0.65783 1.23816
C: 2.32655 0.26848 -0.05481
C: 1.09439 0.62200 -0.59881
C: 0.17186 1.32335 0.15419
H: -1.46327 2.63844 1.70319
H: -0.14528 3.57448 2.42725
H: -0.74785 2.10276 3.19788
H: 1.98873 1.72460 2.97710
H: 3.57320 0.37951 1.68116
H: 3.01596 -0.34335 -0.61479
H: 0.85929 0.46553 -1.64073
H: -0.82805 1.48770 -0.21537
C: -1.34176 -2.12776 -0.16315
C: -1.86818 -1.67223 -1.52935
C: -0.81596 -1.75181 -2.63242
H: -2.02141 -2.84569 0.28331
H: -1.20760 -1.34441 0.58009
H: -0.38290 -2.62528 -0.25549
H: -2.69817 -2.31770 -1.80360
H: -2.28196 -0.66083 -1.51316
H: 0.18715 -1.65167 -2.21885
H: -0.81025 -2.65069 -3.25615
H: -0.90833 -0.97981 -3.40632

Charges computed using Löwdin, reported in e: -0.055 -0.282 -0.056 -0.087 -0.091 -0.096 -0.062 0.071 0.078 0.083 0.111 0.099 0.098 0.093 0.104 -0.114 -0.299 -0.137 0.060 0.056 0.065 0.089 0.091 0.045 0.068 0.067

***

2:
Computed, not measured: 2 unconnected molecules or ions with the total composition C10H16, with ωB97M-V with the def2-TZVPD basis set.

Summary:
Kohn-Sham gap (eV): 10.1
E_HOMO (eV): -9.065
2S+1: 1
LUMO level (eV): 0.99
SMILES: Cc1ccccc1.CCC

Geometry (Å):
C: 0.38476 0.16110 2.57659
C: -0.73334 0.31560 1.58450
C: -0.95292 -0.56317 0.53651
C: -1.99587 -0.33930 -0.35692
C: -2.90635 0.67727 -0.14289
C: -2.74997 1.52281 0.95683
C: -1.67884 1.32512 1.80864
H: 0.98845 -0.73415 2.37050
H: -0.00336 0.01603 3.58153
H: 1.07750 1.00067 2.57596
H: -0.34800 -1.45066 0.39681
H: -2.11930 -0.97989 -1.21848
H: -3.76360 0.86629 -0.77760
H: -3.49601 2.28069 1.14025
H: -1.52319 1.97509 2.67049
C: 2.28376 -1.99274 -1.70629
C: 3.29309 -0.84293 -1.70814
C: 2.80343 0.34972 -2.53533
H: 1.66911 -2.11920 -2.59806
H: 2.79583 -2.94348 -1.52207
H: 1.56948 -1.88846 -0.88482
H: 3.37538 -0.52690 -0.67116
H: 4.28791 -1.17779 -2.00892
H: 1.74885 0.52558 -2.32823
H: 3.28605 1.28641 -2.26219
H: 2.91046 0.12249 -3.59760

Charges computed using Löwdin, reported in e: -0.058 -0.282 -0.058 -0.091 -0.100 -0.089 -0.060 0.076 0.078 0.079 0.095 0.100 0.099 0.098 0.113 -0.126 -0.313 -0.124 0.070 0.067 0.044 0.090 0.096 0.064 0.063 0.071

***

3:
Computed, not measured: 2 unconnected molecules or ions with the total composition C10H16, with ωB97M-V with the def2-TZVPD basis set.

Summary:
Kohn-Sham gap (eV): 10.0
E_HOMO (eV): -8.962
2S+1: 1
LUMO level (eV): 1.03
SMILES: Cc1ccccc1.CCC

Geometry (Å):
C: -2.32572 -1.86386 -0.76662
C: -1.94140 -0.97975 0.38493
C: -2.31894 0.35137 0.49425
C: -1.57560 1.25699 1.25933
C: -0.52581 0.84443 2.04427
C: -0.27247 -0.54792 2.12135
C: -0.87955 -1.38011 1.21229
H: -2.66590 -2.81468 -0.37756
H: -1.51116 -2.01137 -1.46691
H: -3.20238 -1.47402 -1.28422
H: -3.24720 0.73125 0.07921
H: -1.86061 2.29760 1.16424
H: 0.22483 1.43082 2.55342
H: 0.29214 -0.84257 2.99201
H: -0.53585 -2.38306 1.10148
C: 0.86625 0.52303 -1.62179
C: 1.84725 0.75487 -0.45631
C: 3.30584 0.68462 -0.90981
H: 1.47510 0.17833 -2.45582
H: 0.41163 1.46472 -1.93132
H: 0.07467 -0.18975 -1.42800
H: 1.66361 1.70918 0.04487
H: 1.67512 0.07200 0.36735
H: 3.99575 0.63176 -0.06772
H: 3.53210 -0.08107 -1.64860
H: 3.49832 1.63717 -1.40434

Charges computed using Löwdin, reported in e: -0.055 -0.286 -0.059 -0.093 -0.102 -0.095 -0.068 0.074 0.076 0.077 0.109 0.101 0.102 0.103 0.105 -0.088 -0.312 -0.126 0.060 0.072 0.042 0.095 0.069 0.066 0.065 0.068

***

4:
Computed, not measured: 2 unconnected molecules or ions with the total composition C10H16, with ωB97M-V with the def2-TZVPD basis set.

Summary:
Kohn-Sham gap (eV): 10.0
E_HOMO (eV): -9.060
2S+1: 1
LUMO level (eV): 0.99
SMILES: Cc1ccccc1.CCC

Geometry (Å):
C: 0.24599 -0.84955 2.33396
C: 1.19008 -0.21368 1.37736
C: 1.05513 1.11100 1.00593
C: 1.84869 1.68407 -0.02287
C: 2.89447 0.89903 -0.52414
C: 3.01921 -0.39063 -0.05758
C: 2.32742 -0.94497 0.98404
H: -0.77952 -0.46895 2.14021
H: 0.46212 -0.75613 3.41662
H: 0.16658 -1.92964 2.19611
H: 0.00170 1.45474 1.14632
H: 1.55987 2.68685 -0.33892
H: 3.41229 1.44731 -1.30383
H: 3.69680 -0.98850 -0.67537
H: 2.54659 -1.96740 1.25569
C: -2.04136 0.83620 -0.29584
C: -2.80613 0.04579 -1.33551
C: -1.81960 -1.04207 -1.95974
H: -2.83692 1.20825 0.43645
H: -1.40263 1.60519 -0.69184
H: -1.38214 0.16149 0.24358
H: -3.66020 -0.48970 -0.98138
H: -2.98985 0.73262 -2.16726
H: -1.58300 -0.76021 -2.95477
H: -0.86657 -1.02818 -1.37285
H: -2.25903 -2.04293 -1.85439

Charges computed using Löwdin, reported in e: -0.066 -0.309 -0.069 -0.069 -0.101 -0.118 -0.040 0.071 0.092 0.076 0.099 0.102 0.100 0.108 0.112 -0.146 -0.282 -0.095 0.101 0.066 0.018 0.083 0.093 0.043 0.067 0.065

***

Of the structures shown above, 2 is the most stable.